No. 1
The following is a quantum chemistry calculation of a structure of composition C4H5EuO3, from the OMol25 dataset.

XYZ file:
```
13
Properties=species:S:1:pos:R:3:forces:R:3
Eu 5.199198 -0.097281 -0.405313 -3.088 -0.868 0.432
O 1.120679 0.539578 0.110336 2.429 -0.231 1.124
O 0.679454 -1.610750 -0.073098 0.103 -1.563 -0.051
O 2.772229 -0.959197 -0.081150 4.467 -0.057 0.360
C -0.693490 -1.193891 0.054707 0.884 2.856 1.024
C -0.811168 0.129322 -0.408448 -2.522 -2.884 -0.528
C 1.571164 -0.638082 0.112530 -3.293 2.595 -2.484
C -1.847756 1.052758 0.164085 0.036 0.183 0.122
H -1.003740 -1.363535 1.095392 -0.068 -0.198 -0.381
H -0.627180 0.269296 -1.482165 0.891 0.396 0.565
H -2.846723 0.760198 -0.191603 0.244 0.113 0.064
H -1.671399 2.089248 -0.157837 -0.038 -0.327 0.105
H -1.841264 1.022332 1.262569 -0.044 -0.017 -0.351
```
Forces are in eV/Å.

Summary:
* 2S+1: 8
* <S²>: 15.765
* HOMO-LUMO gap (alpha / beta): 0.09903 / 0.10873 Ha
* total charge: +1
* E_HOMO (alpha / beta): -9.5 / -9.6 eV

These are the Löwdin partial charges, in e, on atoms 1 to 2: Eu 1.820; O 0.002

No. 2
The following is a quantum chemistry calculation of a structure of composition C4H5F, from the OMol25 dataset.

XYZ file:
```
10
Properties=species:S:1:pos:R:3:forces:R:3
F -0.387319 -2.038808 -1.159360 0.659 1.085 0.305
C -0.375620 -1.283130 0.100182 -5.757 -5.360 -2.613
C 0.239455 2.509461 -0.639674 -1.590 -10.265 0.825
C 0.411661 -0.164528 0.176487 4.053 3.821 4.289
C 0.079353 1.120174 -0.551843 2.454 10.230 -0.242
H 1.636319 -0.657018 0.465614 -3.323 2.442 -1.555
H -1.481697 -1.241448 0.258057 0.629 1.237 -0.223
H -0.202517 -2.101131 0.732007 1.366 -0.572 1.568
H 0.030490 0.253002 1.267326 1.317 -1.179 -2.069
H 0.049875 3.603424 -0.648795 0.191 -1.439 -0.285
```
Forces are in eV/Å.

Summary:
* ΔE to the lowest compared entry with this formula, charge and spin: 109.1 kcal/mol
* HOMO-LUMO gap: 0.36078 Ha
* E_HOMO: -9.6 eV

These are the Löwdin partial charges, in e, on atoms 1 to 2: F -0.122; C -0.298

No. 3
The following is a quantum chemistry calculation of an isolated molecule of C4H5F2N, from the OMol25 dataset.

XYZ file:
```
12
Properties=species:S:1:pos:R:3:forces:R:3
F 0.229409 -2.046525 2.889761 0.397 0.358 -0.862
F 0.860634 -3.125623 1.081056 0.145 0.555 0.227
N 0.591260 -0.861238 0.926333 0.413 0.612 -0.196
C -1.067051 1.065834 -1.015208 -2.246 -2.165 1.090
C 0.400390 1.119611 -0.693898 -1.931 -1.718 2.451
C 0.799706 -1.910109 1.666225 -1.063 0.283 -0.500
C 0.898682 0.171462 0.306252 0.835 -1.713 1.908
H -1.670344 1.922337 -0.776598 0.033 0.593 0.214
H 0.879054 0.674328 -1.470982 1.902 -0.818 -2.879
H 0.905738 1.992623 -0.441083 0.319 2.023 -0.101
H -1.255780 0.828655 -2.060772 0.122 0.102 -0.077
H -1.571698 0.168646 -0.411085 1.072 1.887 -1.274
```
Forces are in eV/Å.

Summary:
* ΔE to the lowest compared entry with this formula, charge and spin: 79.2 kcal/mol
* HOMO-LUMO gap (alpha / beta): 0.28769 / 0.28766 Ha
* E_HOMO (alpha / beta): -7.5 / -7.5 eV

These are the Löwdin partial charges, in e, on atoms 1 to 2: F 0.076; F 0.079